1.
C25H44AsN4O4PtSSi2 | wB97M-V/def2-TZVPD

Cartesian coordinates (Å):
Pt1 -0.41662 0.06914 -0.53739
As1 -0.93748 2.32035 -0.80005
S1 -1.54984 -2.40696 -0.17608
Si1 -2.62937 3.52472 0.34701
Si2 -1.13506 2.90159 -3.08774
O1 5.35371 2.34272 -3.01023
O2 -2.34865 -1.16627 -0.37004
O3 -0.16380 -2.16391 -0.64052
O4 -1.58975 -2.89555 1.18985
N1 0.03578 -0.05133 4.71004
N2 3.49173 3.57091 -2.69339
N3 1.80822 0.28533 -0.60289
N4 0.07008 -0.07051 2.21042
C1 3.73988 -0.99633 -1.13984
C2 -3.77032 -6.68172 -3.80680
C3 -1.36872 0.04618 4.20386
C4 -3.07378 -5.86257 -1.54079
C5 2.34957 1.33136 -1.23286
C6 -2.20688 -3.66049 -1.22353
C7 -4.13799 3.93692 -0.71478
C8 4.30657 0.09360 -1.77712
C9 -2.80351 2.42743 -3.84034
C10 0.24312 2.03718 -4.05698
C11 3.58837 1.28617 -1.84430
C12 -3.19644 -5.62257 -2.90947
C13 0.81973 -1.22431 2.69824
C14 -1.31655 -0.16169 2.67572
C15 -3.24777 2.76309 1.97618
C16 2.48392 -0.86698 -0.57696
C17 -1.74871 5.14254 0.80179
C18 0.66745 -1.32535 4.23686
C19 0.67554 1.16574 2.68229
C20 -0.87358 4.77986 -3.13981
C21 0.82914 1.11906 4.22290
C22 4.22945 2.44048 -2.56630
C23 -2.78150 -4.39540 -3.42244
C24 -2.28591 -3.41156 -2.58421
C25 -2.58183 -4.88467 -0.69502
H1 -4.86553 4.52522 -0.15248
H2 -3.36342 -6.82752 -1.14448
H3 5.29068 0.05326 -2.22373
H4 -3.64483 1.75800 1.82379
H5 -1.72233 5.30147 -2.69309
H6 -3.76714 -6.36326 -4.84701
H7 -4.79794 -6.90136 -3.51449
H8 0.10550 2.16160 -5.13203
H9 -1.96910 -2.45050 -2.96972
H10 -1.75958 1.02752 4.47432
H11 -2.84281 -4.21710 -4.48807
H12 0.02181 -0.04637 5.72763
H13 -3.62947 2.89760 -3.30839
H14 -1.43105 5.66279 -0.10396
H15 -1.97517 -0.71432 4.69346
H16 -0.75255 5.15897 -4.15526
H17 0.41789 -2.11468 2.22001
H18 -2.48816 -5.04526 0.37032
H19 1.74166 2.23058 -1.20479
H20 1.62770 -1.44426 4.73670
H21 -3.84853 4.51774 -1.59152
H22 -4.05246 3.37674 2.38382
H23 1.86629 0.97555 4.52371
H24 1.99315 -1.70235 -0.09787
H25 -0.84930 4.94571 1.38808
H26 1.86689 -1.10894 2.41600
H27 -3.19808 -7.60594 -3.72018
H28 -1.91381 0.58593 2.15859
H29 2.56117 3.67352 -2.33350
H30 3.90077 4.33841 -3.19906
H31 -4.63550 3.02955 -1.05959
H32 -2.45527 2.71910 2.72740
H33 -1.69820 -1.13660 2.40022
H34 0.23801 0.96624 -3.84227
H35 0.01846 -2.15286 4.52044
H36 -2.38677 5.82033 1.37137
H37 -2.94579 1.34686 -3.78339
H38 1.23290 2.42091 -3.80572
H39 -2.87193 2.72121 -4.88980
H40 0.04345 1.99719 2.36638
H41 4.27048 -1.93433 -1.06403
H42 1.64586 1.29388 2.20184
H43 0.45286 2.02199 4.70137
H44 0.01339 5.05800 -2.56699

Cartesian forces, eV/Å:
Pt 0.4 -1.9 -0.3
As 0.6 1.6 0.2
S -0.3 -1.5 0.8
Si -0.3 0.3 0.1
Si -0.3 0.0 -0.3
O 0.0 -0.1 0.0
O 0.9 1.1 -0.4
O 0.2 0.5 0.0
O -0.1 0.0 -0.4
N 0.0 0.0 0.2
N 0.0 0.0 0.0
N -1.4 0.3 -0.8
N 0.0 -0.1 0.4
C 0.1 0.1 0.2
C 0.0 0.0 0.1
C -0.5 0.0 -0.3
C 0.0 0.1 -0.1
C 0.0 0.4 0.1
C 0.1 0.3 0.1
C 0.3 -0.2 0.1
C -0.2 0.1 0.0
C 0.3 0.1 0.1
C -0.2 0.0 0.4
C 0.2 -0.3 0.2
C 0.0 -0.1 0.0
C -0.1 0.2 0.0
C 0.2 0.1 0.0
C 0.2 -0.2 -0.3
C 0.1 -0.2 0.2
C 0.0 -0.3 -0.2
C 0.2 -0.4 -0.3
C -0.1 -0.1 -0.1
C -0.1 -0.3 0.2
C 0.2 0.4 -0.3
C -0.1 0.3 -0.1
C 0.0 0.0 0.1
C 0.0 0.1 -0.1
C 0.0 0.0 0.2
H 0.0 0.0 0.1
H 0.0 0.0 0.0
H 0.0 0.0 -0.1
H -0.1 0.0 0.0
H 0.0 0.0 0.0
H 0.0 0.0 0.0
H 0.0 0.0 0.0
H -0.1 0.1 0.0
H 0.0 0.0 -0.1
H 0.1 0.0 0.1
H 0.0 0.0 0.0
H 0.0 0.0 0.0
H 0.0 0.0 0.0
H 0.0 0.0 0.0
H 0.1 0.0 0.1
H 0.0 -0.1 -0.1
H 0.0 -0.1 0.0
H 0.0 -0.1 0.0
H -0.1 -0.1 0.0
H -0.1 0.1 0.1
H 0.0 0.0 0.0
H 0.0 0.1 -0.1
H -0.1 -0.1 0.1
H -0.1 0.0 -0.1
H 0.0 0.0 0.0
H 0.0 0.0 0.0
H 0.0 0.0 0.0
H 0.0 0.0 0.1
H 0.0 0.0 0.0
H 0.0 0.0 0.0
H 0.0 0.0 0.0
H 0.0 0.0 0.0
H -0.1 -0.1 0.0
H 0.0 0.0 0.0
H -0.1 0.1 0.1
H -0.1 0.0 0.0
H 0.0 0.0 0.0
H 0.0 0.0 0.0
H 0.1 0.0 0.0
H 0.0 0.0 0.0
H -0.1 0.0 0.0
H 0.0 0.0 0.1
H -0.1 -0.1 0.1
H 0.0 0.0 0.0

Properties
**Relative energy (zero: lowest compared OMol25 entry of this formula, charge and spin)**: 113.99 kJ/mol
**LUMO level (spin up / spin down)**: -3.101 / -3.099 eV
**Energy**: -4831.119690 Ha
**Net charge**: +1
**HOMO (spin up / spin down)**: -9.26 / -9.26 eV
**Max |F|**: 0.0389 hartree/bohr
**Orbital gap (spin up / spin down)**: 6.16 / 6.16 eV

2.
C25H44Br2N3O22P | wB97M-V/def2-TZVPD

Cartesian coordinates (Å):
Br1 2.69939 -5.15541 -2.07521
Br2 -0.42915 -4.04825 -0.34651
P1 4.38296 -1.02735 1.15420
O1 1.30376 -1.61385 -10.95997
O2 1.57976 -1.58104 0.85499
O3 3.39600 -1.22857 -2.92114
O4 -3.69292 4.47621 4.80550
O5 -0.84222 -7.16197 -6.76581
O6 -0.19627 2.98051 -3.29754
O7 -5.04459 8.89062 10.54054
O8 0.64884 -6.33857 -5.28671
O9 -4.44404 7.22090 9.14370
O10 -2.45174 3.03734 3.78282
O11 1.44342 -0.22753 -9.31157
O12 2.25309 0.49536 1.42322
O13 1.83736 -2.41411 -8.91805
O14 -0.10666 -2.71750 4.43426
O15 1.14142 3.26681 -5.09222
O16 -0.27732 -1.19457 -0.45480
O17 0.73309 -2.40695 6.50757
O18 -1.46628 4.84097 4.72088
O19 -1.11352 -3.64254 6.10382
O20 -0.66059 4.56469 -4.68704
O21 0.94222 -6.22268 -7.52703
O22 -3.25530 7.76692 10.98319
N1 1.76890 -0.64684 -1.29566
N2 4.78534 -2.50598 1.38080
N3 -1.16983 -0.12020 1.55248
C1 0.18653 3.57567 -4.42497
C2 0.95120 -1.90701 3.92094
C3 2.19185 -5.55774 -7.31761
C4 -1.21142 -3.89350 7.50784
C5 -0.36634 5.29620 -5.88167
C6 -0.08221 -2.87518 5.75545
C7 -0.74007 -0.64333 0.62604
C8 -2.43918 4.17975 4.45964
C9 1.55560 -1.50570 -9.65703
C10 -3.82674 5.69195 5.54627
C11 -6.17805 9.13788 9.70419
C12 -1.64931 -7.57651 -5.66049
C13 2.40792 -3.85843 -0.63499
C14 -2.33214 6.72385 10.65416
C15 1.13839 -3.07727 -1.02225
C16 -1.16262 2.58838 3.34197
C17 2.61453 -0.99980 -2.11501
C18 2.56056 -0.61745 1.13968
C19 1.11237 -1.62831 -0.46558
C20 -4.26548 7.89330 10.12597
C21 0.63153 1.88834 -2.89553
C22 2.39493 -4.62671 0.66827
C23 1.69269 0.03201 -7.92656
C24 0.28807 -6.54646 -6.41647
C25 1.38868 -2.94890 -11.46717
H1 2.39198 -3.34735 -11.33107
H2 5.35754 -2.66574 2.19862
H3 3.42925 -4.80859 0.95133
H4 0.62318 1.10346 -3.65127
H5 0.61347 5.76360 -5.81282
H6 0.80850 -1.86296 2.84542
H7 -1.87180 6.90992 9.68616
H8 3.26509 -3.18841 -0.68771
H9 4.72927 -0.51831 -0.11011
H10 -0.40600 4.64297 -6.75068
H11 0.20912 1.50661 -1.97220
H12 -2.52289 -8.05514 -6.09219
H13 -1.32031 1.65391 2.80808
H14 2.04517 -4.61184 -6.80219
H15 4.81233 -0.11752 2.12407
H16 -5.86138 9.41313 8.70038
H17 1.93757 -4.06387 1.47903
H18 -6.82237 8.26225 9.66229
H19 0.90358 -0.90230 4.33844
H20 1.91866 -2.35729 4.14994
H21 -3.48004 6.53956 4.95829
H22 -1.13412 6.05921 -5.95941
H23 -1.95511 -6.71881 -5.06497
H24 1.57109 1.10044 -7.79276
H25 1.89640 -5.58496 0.56620
H26 -1.34215 -2.96275 8.05575
H27 -2.08644 -4.52272 7.63764
H28 -6.71096 9.96546 10.16178
H29 -0.32610 -4.41370 7.86772
H30 -1.11034 -8.28617 -5.03636
H31 -0.50880 2.42282 4.19730
H32 1.65131 2.22573 -2.71581
H33 -2.83202 5.75766 10.64711
H34 -1.57457 6.74091 11.43127
H35 1.16117 -2.88015 -12.52624
H36 0.97838 -0.50471 -7.30435
H37 2.70742 -0.25738 -7.66029
H38 -3.27439 5.63809 6.48168
H39 2.87375 -6.19291 -6.75510
H40 0.66355 -3.59369 -10.97495
H41 -4.88480 5.80472 5.76075
H42 0.96551 -3.08355 -2.09457
H43 2.59874 -5.36596 -8.30494
H44 -0.71390 3.32486 2.67693

Cartesian forces, eV/Å:
Br 0.2 0.1 -0.1
Br 0.1 0.0 -0.1
P 0.2 -1.1 0.4
O 0.0 0.0 0.0
O 0.9 -0.2 -0.7
O 0.5 -0.1 -0.4
O 0.0 0.0 0.0
O -0.1 0.0 0.0
O 0.0 0.0 0.0
O 0.0 0.0 0.0
O 0.1 0.1 0.0
O 0.0 0.0 -0.1
O 0.0 0.0 0.0
O 0.0 0.1 0.0
O 0.0 -0.2 0.0
O 0.0 -0.1 0.1
O 0.0 0.0 0.0
O 0.0 0.0 0.0
O -0.1 0.2 0.2
O 0.0 0.0 0.0
O 0.0 0.0 0.0
O 0.0 0.0 0.0
O 0.0 0.0 0.0
O 0.0 0.0 0.0
O 0.0 0.0 0.0
N 0.7 -0.9 -0.1
N 0.0 0.1 -0.2
N -0.2 -0.1 0.2
C 0.1 0.0 0.0
C 0.1 0.1 -0.1
C 0.2 0.1 -0.1
C -0.1 -0.1 0.1
C -0.1 0.1 -0.1
C 0.0 0.0 0.0
C 0.5 -0.2 -0.7
C 0.0 0.0 0.0
C 0.0 0.0 -0.1
C -0.1 0.1 0.1
C -0.1 0.1 0.0
C -0.1 -0.1 0.0
C -0.3 0.0 -0.6
C 0.1 0.0 0.1
C -0.6 -0.4 0.9
C 0.1 -0.2 -0.1
C -0.6 0.3 0.2
C -0.5 0.8 0.1
C -0.7 0.3 0.3
C 0.0 0.0 0.0
C 0.0 -0.1 0.1
C 0.4 0.1 0.3
C 0.0 0.1 0.1
C 0.0 -0.1 0.0
C 0.0 -0.1 -0.1
H 0.0 0.0 0.1
H -0.1 -0.2 0.0
H 0.0 0.0 0.0
H 0.1 0.0 0.0
H 0.0 -0.1 0.0
H -0.2 -0.1 0.3
H 0.0 0.0 0.0
H 0.1 0.0 0.1
H -0.1 0.3 0.0
H 0.1 0.0 0.0
H -0.1 0.1 0.0
H 0.0 0.0 -0.1
H -0.1 0.2 0.2
H 0.0 0.0 0.1
H -0.1 0.5 -0.2
H 0.0 -0.1 0.0
H -0.1 0.1 0.0
H 0.0 0.0 0.0
H 0.0 0.0 0.1
H 0.0 0.0 0.1
H 0.1 0.0 0.0
H 0.0 0.0 0.1
H 0.1 0.0 0.0
H 0.0 0.1 0.0
H -0.2 0.1 -0.1
H 0.1 0.0 0.0
H 0.0 0.0 -0.1
H 0.0 0.0 0.1
H 0.0 0.1 0.0
H 0.0 0.0 0.0
H 0.0 0.1 0.0
H 0.0 0.0 -0.1
H 0.0 0.0 -0.1
H 0.0 0.1 0.0
H 0.0 0.1 0.0
H 0.0 0.0 0.0
H 0.0 -0.1 0.0
H 0.1 0.0 0.0
H 0.0 0.0 0.1
H 0.0 0.0 0.1
H 0.0 -0.1 0.0
H 0.2 0.3 0.0
H -0.1 0.0 0.0
H 0.0 0.0 0.1

Properties
**Relative energy (zero: lowest compared OMol25 entry of this formula, charge and spin)**: 0.00 kJ/mol
**LUMO level**: -0.705 eV
**Energy**: -8287.882383 Ha
**Net charge**: 0
**HOMO**: -10.14 eV
**Max |F|**: 0.0234 hartree/bohr
**SMILES string**: C[C@@H](Br)[C@@H](Br)[C@@](N=C=O)(OC#N)OC(=O)[PH2]=N.COC(=O)OC.COC(=O)OC.COC(=O)OC.COC(=O)OC.COC(=O)OC.COC(=O)OC
**Orbital gap**: 9.43 eV

3.
C25H44LaOP2 | wB97M-V/def2-TZVPD

Cartesian coordinates (Å):
La1 -0.18758 -2.15370 0.36924
P1 1.54221 4.23853 -0.63188
P2 -1.32653 5.27251 -1.09537
O1 0.52965 -2.24645 -3.11330
C1 -2.08650 5.86226 -2.67938
C2 -2.59836 -4.44318 -0.21840
C3 -0.68183 -2.63453 2.47300
C4 -0.12021 0.19711 -1.63487
C5 -0.08819 -3.00829 -2.39194
C6 -0.49865 -4.25159 -3.15616
C7 1.81928 -1.34000 0.79726
C8 -3.19410 -2.13071 1.88773
C9 -0.97029 -0.31572 -0.49414
C10 0.36463 -5.48078 0.22011
C11 -1.61603 -3.84598 0.73598
C12 -0.59821 -1.79984 3.71468
C13 2.36088 5.40644 0.55138
C14 1.38571 -0.11357 -1.44397
C15 1.64571 -1.34740 -0.59433
C16 1.57852 -3.91623 2.74509
C17 2.90878 4.06273 -1.87573
C18 1.75941 -0.09254 1.65511
C19 -0.64796 -0.08898 0.86520
C20 -1.52507 6.81047 -0.07496
C21 -0.26003 -4.34150 0.96060
C22 0.27928 -3.62968 2.06117
C23 0.47158 5.45726 -1.54922
C24 0.53043 0.76797 1.32013
C25 -1.87796 -2.81020 1.66873
H1 0.21202 -5.35669 -0.85655
H2 3.29434 5.03570 -2.20392
H3 0.60680 5.29443 -2.62745
H4 -0.46572 -0.28615 -2.55062
H5 1.71396 -0.39628 2.70629
H6 -2.11309 -4.71767 -1.15684
H7 1.83875 -0.27306 -2.42648
H8 3.13139 4.87228 1.11629
H9 -1.09665 -0.83490 3.58930
H10 -0.08421 -6.43480 0.52756
H11 0.77298 1.49704 0.54048
H12 -1.15001 7.70055 -0.59453
H13 -3.40666 -3.74487 -0.44810
H14 -2.58520 6.95536 0.15846
H15 -1.22853 -3.96777 -3.94350
H16 -0.26796 1.28139 -1.75948
H17 -3.75945 -2.04928 0.95599
H18 2.04928 -2.19971 -1.12985
H19 -1.47751 -0.11285 1.56595
H20 1.42299 -4.66596 3.53186
H21 0.78420 6.48438 -1.31533
H22 1.61410 5.78238 1.25688
H23 0.40545 -4.65570 -3.66125
H24 -1.08684 -2.31808 4.55069
H25 -2.01459 -0.49342 -0.74423
H26 -0.89714 -5.12075 -2.63577
H27 -3.04018 -5.34291 0.23167
H28 -3.06963 -1.12537 2.29935
H29 1.90094 0.74595 -0.99998
H30 2.54195 3.51182 -2.74761
H31 2.69020 0.48567 1.54294
H32 -0.98513 6.69504 0.87032
H33 0.23418 1.34864 2.20068
H34 2.82136 6.25747 0.03461
H35 -3.80273 -2.70158 2.60150
H36 2.41797 -2.14721 1.21113
H37 -1.69719 6.84257 -2.98080
H38 -1.87222 5.13748 -3.47019
H39 1.43971 -5.53597 0.41026
H40 2.32116 -4.31568 2.04922
H41 1.99442 -3.02297 3.21868
H42 0.43795 -1.61035 4.00351
H43 -3.17238 5.93099 -2.55927
H44 3.72835 3.48644 -1.43362

Cartesian forces, eV/Å:
La 1.1 -2.9 -13.5
P 0.4 0.4 -0.3
P -0.1 0.3 -0.2
O 0.2 0.7 0.6
C 0.1 0.1 0.2
C 0.1 0.1 -0.2
C -2.3 -3.1 3.3
C 0.4 -0.6 -0.4
C -0.3 -0.9 0.1
C 0.0 -1.1 -0.9
C 7.0 2.9 -2.2
C 0.0 0.2 -0.1
C -2.1 8.3 1.4
C 0.1 0.2 -0.2
C -1.0 -4.2 2.3
C 0.1 0.2 -0.1
C 0.0 -0.2 0.0
C -0.5 0.2 0.0
C 7.4 3.1 1.2
C 0.1 0.0 0.1
C 0.0 0.0 0.2
C -0.3 -0.1 0.3
C -3.0 7.6 -1.8
C -0.1 -0.2 -0.1
C -2.7 -3.5 2.6
C -0.9 -1.9 2.3
C -0.1 -0.1 0.2
C 0.1 -0.2 -0.2
C -1.6 -2.7 4.1
H 0.1 -0.2 0.1
H -0.1 -0.2 0.1
H -0.1 0.0 0.2
H 0.2 0.1 0.1
H 0.1 0.0 -0.1
H -0.2 0.0 0.2
H -0.2 -0.2 0.2
H -0.1 0.1 0.0
H 0.0 -0.1 0.1
H 0.1 0.2 -0.1
H -0.1 -0.1 0.2
H -0.1 -0.2 0.1
H 0.0 -0.1 0.0
H 0.2 0.0 0.0
H 0.4 -0.1 0.4
H -0.1 -0.2 0.3
H 0.0 0.0 0.1
H -0.6 -0.4 0.0
H 0.0 -0.4 -0.1
H 0.1 0.1 -0.1
H 0.1 -0.2 -0.2
H 0.1 0.0 0.0
H -0.4 0.5 0.0
H 0.1 0.1 -0.2
H -0.1 -0.6 0.2
H -0.2 0.3 0.4
H 0.0 0.2 -0.1
H -0.1 -0.1 0.0
H -0.1 -0.2 0.2
H 0.0 0.1 0.1
H -0.2 -0.2 -0.1
H -0.1 0.0 -0.1
H -0.1 -0.2 -0.2
H -0.1 -0.2 0.1
H 0.1 0.1 -0.2
H -0.3 -0.3 -0.1
H -0.1 -0.2 0.0
H -0.1 0.1 0.1
H -0.1 0.0 0.0
H 0.0 0.0 0.1
H 0.0 -0.1 0.0
H -0.1 0.0 0.0
H 0.1 0.0 0.0
H -0.1 0.1 -0.1

Properties
**Relative energy (zero: lowest compared OMol25 entry of this formula, charge and spin)**: 1169.19 kJ/mol
**LUMO level (spin up / spin down)**: -4.579 / -4.538 eV
**Energy**: -1767.765706 Ha
**Net charge**: +1
**HOMO (spin up / spin down)**: -9.55 / -9.70 eV
**Max |F|**: 0.2686 hartree/bohr
**Orbital gap (spin up / spin down)**: 4.97 / 5.17 eV